# 1
The following is a DFT calculation (the ωB97M-V functional and the def2-TZVPD basis) of a 2-piece molecular cluster, C27H70N11O4P2 overall at a distorted geometry.

Cartesian coordinates (Å):
P 7.65045 -1.79835 -1.27748
P -2.18355 1.35006 -0.03987
O -2.83888 1.15170 1.57931
O 6.33318 -1.65980 -0.53371
O -4.71070 -2.84077 -3.22702
O -3.68648 0.82282 -0.74367
N -7.00637 2.29398 2.36922
N -0.76024 2.08965 0.76244
N 7.46601 -0.34495 -2.21668
N -2.87263 -3.78526 -2.28726
N 8.66723 -1.57952 0.10092
N -1.51446 3.01427 -2.14775
N -6.07575 4.41935 2.72374
N -5.87120 1.53780 -1.94405
N -5.73082 2.73744 4.36315
N 8.95575 -2.28053 -2.31516
N -3.20878 -0.57619 3.27850
C -1.42730 -1.30547 -1.11206
C 0.57083 1.68933 0.40147
C -4.49084 2.62453 2.15027
C -2.46293 -3.67259 -0.86500
C -4.27424 1.13796 1.70526
C 6.10657 -0.15353 -2.73070
C -1.20614 -2.80568 -0.70237
C 2.83646 1.98287 1.67611
C -5.76635 1.78459 -0.47117
C 8.57859 -2.63340 1.10698
C -1.56195 1.53572 -1.84690
C 7.95944 0.92889 -1.71926
C -4.75244 0.78039 0.20726
C 9.42568 -3.65443 -2.16285
C 9.75915 -1.47924 -3.21022
C 3.88711 1.02656 1.05257
C -6.75295 -0.89886 0.57852
C -5.81687 2.95129 2.89839
C -4.24409 -3.64945 -2.46923
C 9.95674 -0.93550 0.16551
C -4.48587 0.03409 2.83806
C -5.34888 -0.62801 -0.05079
C -1.64590 -0.50107 0.19288
C -1.84783 3.24062 -3.55737
C -5.19184 -4.53282 -1.65254
C 1.42438 1.33604 1.68821
C -2.77561 -0.06221 4.56845
H 1.12320 2.54635 -0.05762
H -1.23288 2.61417 -4.23607
H 5.68710 -1.09897 -3.07796
H -2.33479 1.13881 -2.51237
H -2.53612 -0.94792 0.66130
H 0.87243 1.51905 2.61722
H -6.99206 -0.22415 1.40652
H 10.45957 -0.83655 -2.66835
H -5.45051 2.82897 -0.36305
H 3.67436 0.79580 0.00048
H 9.15258 -0.86515 -3.87241
H -6.00721 4.65933 1.73613
H -4.66383 -1.39138 0.35823
H -0.55083 1.15062 -2.04463
H -5.10377 -0.81473 2.51482
H 7.64337 1.12906 -0.68747
H -3.68916 2.79613 2.88521
H -0.53740 3.26263 -2.01448
H -3.31124 -1.58256 3.29378
H -1.68417 -0.18009 4.68062
H 3.14433 2.08838 2.73156
H 10.17974 -0.65764 1.19852
H -2.74890 2.68169 -0.05735
H -5.55584 -3.97313 -0.78137
H -7.77647 2.91756 2.61018
H -0.84037 -0.61658 0.93371
H 9.62994 -4.11806 -3.13120
H -3.27036 -0.53910 5.43752
H -6.78390 1.68775 -0.06792
H 8.66620 -4.27096 -1.67761
H -6.64434 2.41125 4.66444
H -4.27635 3.30202 1.32060
H 3.94872 0.10907 1.64767
H 2.85183 2.96984 1.19818
H 0.68766 0.83772 -0.28103
H -2.21347 -4.68754 -0.50516
H 10.33748 -3.70270 -1.55420
H -6.77436 -1.93284 0.96328
H 9.18493 -3.50824 0.83157
H 5.43101 0.26055 -1.97552
H -2.26698 -1.19347 -1.80600
H -2.95624 1.01958 4.61642
H 8.91381 -2.27575 2.08349
H -0.35875 -3.25846 -1.24845
H -0.90946 2.29441 1.73669
H -5.27065 4.86522 3.16305
H -4.61155 -5.38822 -1.27520
H 1.60503 0.24633 1.65259
H 9.04857 0.98699 -1.78610
H 7.54783 -2.96610 1.23518
H -6.03086 -4.87325 -2.26208
H -6.29252 2.36726 -2.35929
H 10.35834 -2.11699 -3.86711
H -0.91912 -2.85555 0.35806
H -4.93751 0.44805 3.75335
H 10.77862 -1.58167 -0.18411
H -0.46409 -1.00167 -1.54931
H -5.40053 -0.84477 -1.12323
H -3.25854 -3.28777 -0.21025
H -2.89928 2.96237 -3.71630
H 4.86315 1.53980 1.07242
H -7.53767 -0.85743 -0.19097
H -2.36788 -3.11380 -2.85649
H -7.19144 1.40812 2.83227
H -6.59406 0.82857 -2.06764
H -5.58983 3.61471 4.85616
H -1.74558 4.31468 -3.77678
H 9.99564 -0.00350 -0.39222
H 6.12402 0.52249 -3.58988
H 7.60581 1.74900 -2.34806

* orbital gap: 4.9 eV
* strongest force on any atom: 0.1362 hartree/bohr
* charge: -1
* LUMO: 1.17 eV
* HOMO energy: -3.716 eV

# 2
The following is a DFT calculation (the ωB97M-V functional and the def2-TZVPD basis) of C3H4FNO2 in the gas phase at a distorted geometry.

Cartesian coordinates (Å):
F 0.98027 1.95821 0.14925
O 0.62993 -1.50947 0.18704
O 2.45666 -0.17975 -0.17315
N -1.74467 -0.47140 -0.07462
C -1.06512 0.73706 -0.09508
C 1.11331 -0.35718 -0.01678
C 0.26745 0.81670 0.10746
H 3.01385 -1.03156 -0.18699
H -2.87361 -0.40534 -0.21574
H -1.08410 -1.23054 0.59095
H -1.69397 1.67329 -0.27234

* orbital gap: 9.3 eV
* strongest force on any atom: 0.0858 hartree/bohr
* energy above the lowest of the compared OMol25 structures with the same formula, charge and spin: 36.6 kcal/mol
* LUMO: 0.76 eV
* SMILES: N/C=C(/F)C(=O)O
* HOMO energy: -8.552 eV

# 3
The following is a DFT calculation (the ωB97M-V functional and the def2-TZVPD basis) of C16H37F3N8O8S2Si2V as an isolated structure.

Cartesian coordinates (Å):
V 0.18085 -0.38256 -0.01897
S 1.15595 -2.37737 2.30743
S -2.77287 -1.11905 2.10784
Si 1.76101 0.59828 -2.98404
Si 2.99527 1.34770 -0.24095
F -4.59038 -0.18536 0.38409
F -4.75877 -2.30105 0.80086
F -5.39636 -0.85224 2.27574
O -2.83026 -2.26842 2.95302
O 0.54414 -3.69050 2.13812
O 1.22993 -1.77943 0.83249
O -2.47808 -0.46042 -2.39273
O -1.91590 -1.22195 0.91745
O 2.53078 -2.41581 2.76915
O -2.73300 0.18358 2.74487
O 0.32828 -1.43872 3.06252
N -0.41483 2.13964 3.36815
N 0.20052 -3.76419 -0.62040
N -2.00747 -3.75340 -1.40007
N -0.98563 1.20100 -0.74829
N -0.81290 -1.82390 -1.50258
N 0.46950 0.93550 1.56310
N -1.39854 2.29998 1.28269
N -3.01253 2.28617 -0.35641
C 0.55605 -0.41604 -4.01736
C 1.29607 2.40492 -3.27138
C -1.39209 3.09702 3.85069
C -0.84453 -3.12892 -1.13443
C 3.39958 0.30893 -3.89635
C -4.46138 -1.11203 1.35510
C -0.39856 1.73042 2.07666
C 1.90328 0.15916 -1.18083
C -2.06410 -1.53514 -1.98461
C 2.17951 3.04950 -0.03966
C -1.76139 1.86814 0.02787
C -2.93240 -2.77842 -1.92090
C 4.63183 1.73314 -1.12148
C -2.42826 -4.98356 -0.76648
C 0.26049 1.36067 4.40309
C 3.55268 0.70484 1.44950
H 2.42218 -0.81299 -1.17565
H -3.77846 -2.60441 -1.25682
H 1.05844 2.55848 -4.32791
H 2.49340 3.73694 -0.82835
H -1.59749 -5.68620 -0.73594
H -0.45816 1.13831 5.19398
H -2.39048 2.65026 3.93543
H -1.08228 3.42057 4.84159
H -3.29938 -3.04242 -2.91503
H -0.48722 -0.20552 -3.78968
H 4.49906 2.33859 -2.02076
H 4.64524 0.68934 1.48899
H 5.26830 2.29824 -0.43323
H -1.45149 0.94806 -1.61986
H 1.11061 0.55192 2.24644
H 2.46834 3.49195 0.91845
H 3.21958 1.36952 2.25233
H -3.36579 1.76501 -1.14747
H -2.18790 2.61719 1.81820
H 0.90163 -3.11459 -0.23730
H 1.09230 2.98135 -0.06640
H 3.81307 -0.67220 -3.64701
H -3.22515 -5.43091 -1.35856
H 3.21324 -0.30759 1.68111
H 4.16176 1.05314 -3.66649
H -2.78648 -4.80448 0.25049
H 0.58815 0.39356 4.02442
H 0.72873 -0.16879 -5.06969
H 3.22468 0.32936 -4.97603
H 5.16841 0.82313 -1.40028
H -3.69251 2.33395 0.38856
H 0.71978 -1.48770 -3.88796
H 0.00946 -4.45316 0.09907
H 2.11336 3.08076 -3.01074
H 0.42540 2.69363 -2.67860
H -1.42622 3.98460 3.21753
H 1.09843 1.92305 4.82070

* orbital gap (spin up / spin down): 8.0 / 8.0 eV
* strongest force on any atom: 0.0123 hartree/bohr
* energy above the lowest of the compared OMol25 structures with the same formula, charge and spin: 0.4 kcal/mol
* charge: -1
* LUMO (spin up / spin down): 2.33 / 2.33 eV
* <S²>: 2.0188
* spin multiplicity: 3
* HOMO energy (spin up / spin down): -5.654 / -5.670 eV

# 4
The following is a DFT calculation (the ωB97M-V functional and the def2-TZVPD basis) of a 4-piece molecular cluster, C6H21NO5 overall at a distorted geometry.

Cartesian coordinates (Å):
O 3.02436 3.96055 -0.72656
O -0.61962 1.23042 -0.41911
O 2.97375 5.94671 -2.93011
O 5.35976 5.22555 0.55270
O -3.13510 -4.80161 1.47887
N -2.02962 -2.15495 -0.32561
C -1.98909 -0.70657 -0.50552
C -2.92359 -6.04656 1.93375
C 0.56813 1.90070 -0.68483
C -0.56541 -0.15709 -0.55449
C -1.97016 -2.63925 1.09357
C -1.93470 -4.11826 1.31939
H -1.02686 -2.21211 1.43391
H -0.12824 -0.40444 -1.52185
H 0.50514 2.97777 -0.83994
H -2.63939 -0.32243 0.28039
H 1.29602 1.88876 0.12641
H -2.23207 -6.59628 1.29522
H -2.78125 -2.51065 -0.89887
H -1.28388 -4.36957 2.15687
H 1.02029 1.67593 -1.65082
H 6.10193 5.81482 0.41793
H -2.54105 -2.04109 1.80378
H 3.80933 4.36289 -0.35483
H 0.02796 -0.56114 0.26573
H -1.43684 -4.64828 0.50740
H 5.20367 5.24823 1.49681
H -2.33680 -0.59312 -1.53233
H 3.29449 6.06360 -3.82437
H -3.88955 -6.53906 1.82213
H 2.22335 6.53739 -2.86516
H -2.62719 -6.02823 2.98251
H 2.68224 4.61736 -1.33300

* orbital gap (spin up / spin down): 1.4 / 9.3 eV
* strongest force on any atom: 0.0616 hartree/bohr
* energy above the lowest of the compared OMol25 structures with the same formula, charge and spin: 56.2 kcal/mol
* charge: -1
* LUMO (spin up / spin down): 2.31 / 2.31 eV
* <S²>: 0.7502
* spin multiplicity: 2
* HOMO energy (spin up / spin down): 0.948 / -7.005 eV

# 5
The following is a DFT calculation (the ωB97M-V functional and the def2-TZVPD basis) of C6H7AsMoO13P2S as an isolated structure at a distorted geometry.

Cartesian coordinates (Å):
Mo -4.92054 -11.57422 0.95642
As -6.76161 -14.00161 2.30547
S -4.70279 -13.91249 -0.51742
P -2.93014 -9.61539 2.73064
P -1.83264 -10.74270 0.16315
O -8.47944 -13.78511 2.48971
O -4.00249 -10.74359 2.44590
O -3.32803 -11.10062 0.02546
O -6.02643 -10.12807 0.63202
O -4.14791 -13.63917 0.87346
O -0.93817 -12.01933 0.42823
O -3.84940 -14.27436 -1.61816
O -2.38461 -9.51419 4.07862
O -1.79141 -10.03535 1.64534
O -1.23844 -9.95810 -0.90934
O -6.30820 -12.33158 1.96915
O -5.40033 -12.59795 -0.84738
O -6.00243 -14.42507 3.61896
C -7.24383 -17.03259 -1.16457
C -6.05562 -15.12799 -0.35092
C -8.00518 -16.02961 0.86619
C -6.87780 -15.17545 0.76760
C -6.29125 -16.03230 -1.42703
C -8.07537 -17.02124 -0.12687
H -0.42993 -11.98467 -0.37594
H -7.25209 -17.79030 -1.94984
H -6.36856 -9.72335 1.41903
H -5.66319 -15.99566 -2.29531
H -8.75768 -15.96869 1.64563
H -8.71296 -13.14688 3.14230
H -8.77298 -17.79050 0.03401

* orbital gap (spin up / spin down): 6.4 / 8.5 eV
* strongest force on any atom: 0.0840 hartree/bohr
* energy above the lowest of the compared OMol25 structures with the same formula, charge and spin: 37.7 kcal/mol
* LUMO (spin up / spin down): -2.82 / -2.49 eV
* <S²>: 2.0069
* spin multiplicity: 3
* HOMO energy (spin up / spin down): -9.227 / -10.976 eV

# 6
The following is a DFT calculation (the ωB97M-V functional and the def2-TZVPD basis) of C5H6S2 in the gas phase at a distorted geometry.

Cartesian coordinates (Å):
S -1.25935 0.73245 0.52139
S 1.69113 -0.91928 -1.68309
C 0.43046 -0.26786 2.35790
C 0.20501 -0.15426 1.06565
C 0.42148 0.40280 -1.34438
C -1.12318 0.46706 -1.31764
C 0.64472 -0.57603 -0.32087
H 0.88072 1.52390 -1.29312
H -1.76899 -0.47196 -1.77163
H 1.36795 -0.85360 2.70702
H -0.01007 -1.37152 -0.23591
H 0.13824 0.25942 3.14674
H -1.61811 1.22888 -1.83205

* orbital gap: 9.1 eV
* strongest force on any atom: 0.1256 hartree/bohr
* energy above the lowest of the compared OMol25 structures with the same formula, charge and spin: 95.9 kcal/mol
* LUMO: 0.50 eV
* SMILES: C=C1SC[C@@H]2S[C@@H]12
* HOMO energy: -8.553 eV

Which of these has the highest strongest force on any atom?
C27H70N11O4P2

The highest strongest force on any atom belongs to which entry?
C27H70N11O4P2